{
  "formula": "C3H3NO3",
  "method": "wB97M-V/def2-TZVPD",
  "elements": ["C", "O", "H", "O", "N", "O", "H", "C", "C", "H"],
  "positions_angstrom": [[0.9152, 0.5851, -0.9488], [0.7144, 1.7094, -0.5625], [-1.5400, 1.1131, 0.2859], [-1.2430, 1.0391, 2.2955], [0.4322, -1.7386, -0.8747], [-0.3039, -0.4460, 0.9154], [-0.0307, -2.4918, -0.3628], [0.2888, -0.6243, -0.3028], [-1.0709, 0.6757, 1.1759], [1.5667, 0.3377, -1.8054]],
  "atomic_forces_ev_per_a": [[-0.006, 0.482, 0.038], [0.140, -0.542, -0.146], [0.097, -0.071, 0.054], [0.091, -0.268, -0.633], [-0.118, 0.325, 0.253], [0.019, -0.014, -0.041], [0.047, 0.062, 0.003], [0.041, -0.286, -0.149], [-0.180, 0.273, 0.535], [-0.130, 0.040, 0.087]],
  "mulliken_charge": [0.200, -0.461, 0.336, -0.431, -0.593, -0.367, 0.287, 0.439, 0.223, 0.367],
  "e_above_lowest_kcal_mol": 37.6,
  "e_homo_ev": -11.08
}

---

{
  "formula": "C28H46BF3FeN6O3S",
  "method": "wB97M-V/def2-TZVPD",
  "elements": ["H", "H", "C", "H", "H", "C", "H", "N", "H", "O", "N", "H", "F", "C", "Fe", "C", "C", "H", "N", "C", "C", "N", "C", "C", "C", "C", "H", "C", "H", "N", "B", "H", "C", "H", "H", "H", "H", "H", "H", "H", "H", "N", "F", "F", "C", "C", "H", "O", "H", "C", "H", "H", "H", "C", "S", "H", "O", "H", "C", "H", "H", "H", "C", "H", "H", "C", "C", "H", "C", "C", "H", "H", "C", "C", "H", "H", "H", "H", "H", "C", "H", "C", "H", "H", "H", "H", "H", "H", "C"],
  "positions_angstrom": [[1.3208, -0.2702, -4.2297], [0.9140, -2.7320, -3.2210], [-3.5472, -3.0247, 2.0800], [-3.8046, -1.9626, 2.0849], [-2.6281, -1.4554, -3.8771], [-1.4057, 2.1743, -1.5499], [-0.2363, 1.3356, -4.1988], [-0.8723, -1.4648, 0.3825], [-1.1109, 2.1113, 3.5711], [0.6775, -1.4259, 5.0360], [1.6153, -0.2253, 0.3928], [-1.2405, 5.0755, 1.3362], [0.2985, 2.2834, 5.5333], [2.8661, -0.9921, 3.1242], [-0.0071, -0.0968, 1.3810], [0.8598, 1.0897, 5.6726], [-1.8833, 3.0061, -0.5535], [-2.1608, 3.3784, -3.0236], [1.4404, -0.0994, -0.9570], [-1.6499, -1.8839, -4.0860], [-0.6351, 2.3352, -4.0315], [-0.8267, 1.3221, 0.4092], [-2.0244, 3.1151, 1.9307], [-2.9076, 1.4190, -3.3620], [-1.2906, -2.4181, -1.5589], [3.7015, -0.6105, 1.9290], [-1.6743, -1.7187, 3.4345], [-1.8422, -3.2027, -0.5605], [-1.5506, 4.8936, 3.0670], [-0.7561, 1.1629, -0.9529], [0.0024, -0.0672, -1.5150], [-2.5718, 0.3862, -3.3335], [2.6597, -0.0460, -1.5371], [3.9945, 1.4785, 2.4409], [5.1679, 0.3775, 3.1674], [4.3431, -1.4579, 1.6753], [-2.4733, 3.8968, -0.6963], [-0.9310, -1.0776, -4.2253], [-1.8275, -4.2733, 1.8180], [-1.5554, -3.3497, 4.0315], [0.3689, -4.2607, -2.5263], [-0.7273, -1.3453, -0.9750], [0.8059, 0.7370, 6.9437], [2.1329, 1.1825, 5.3019], [-1.7580, 2.3630, -3.0015], [-1.5714, -2.5989, 0.6435], [2.4783, -1.5787, -3.9278], [0.0752, 0.1184, 3.2493], [-2.6566, 2.8276, 3.9468], [2.8720, 1.7997, -3.1652], [3.2615, 2.0908, -4.1415], [4.6827, -0.2391, -0.6778], [0.0138, -0.0542, -2.6934], [2.3737, -0.5080, -4.0910], [-0.0521, -0.2398, 4.7392], [3.5102, -1.2547, 3.9626], [-1.4065, -0.0837, 5.1549], [0.1569, -3.9465, -4.2537], [-2.1013, 2.2818, 3.1845], [-1.7264, -2.4231, -5.0312], [-0.1412, 4.1195, 2.3371], [5.3083, 0.8124, 1.4629], [4.6010, 0.5875, 2.2601], [-4.0924, -3.5068, 1.2695], [4.0871, 0.0610, -3.0039], [-1.3186, -2.7146, 3.1788], [3.0194, 0.2884, -2.9629], [-3.8837, -3.4554, 3.0240], [-1.5469, 2.4475, 0.6665], [-1.2367, -2.8662, -2.9979], [-3.7412, 1.5275, -2.6670], [-1.9662, -3.6786, -3.0287], [0.1367, -3.4906, -3.2628], [3.6143, -0.2125, -0.5436], [2.2172, -1.8498, 2.9358], [-2.6019, 1.3237, 3.0405], [1.8242, 2.0894, -3.1193], [2.2655, -0.1502, 3.4352], [-0.2334, -2.7109, 3.0694], [-1.1899, 4.3812, 2.1745], [-3.0409, 3.4249, 1.6781], [2.9434, -0.3465, 0.6543], [-2.3617, -4.1377, -0.6935], [-1.0275, 2.6951, -4.9834], [0.1795, 2.9982, -3.7442], [2.8878, -0.2720, -5.0237], [-3.2695, 1.6324, -4.3685], [3.4156, 2.3559, -2.4003], [-2.0289, -3.2073, 1.9426]],
  "atomic_forces_ev_per_a": [[0.008, -0.031, 0.009], [0.064, 0.044, 0.017], [0.006, 0.023, 0.045], [0.003, -0.025, 0.013], [-0.009, -0.049, -0.025], [-0.010, 0.242, 0.007], [-0.002, 0.029, 0.021], [-0.245, 0.029, 0.499], [0.171, -0.094, 0.159], [0.013, -0.050, 0.040], [-0.039, -0.327, 0.677], [0.000, -0.026, -0.010], [-0.179, 0.089, -0.189], [0.032, -0.108, 0.020], [-0.073, -0.171, 0.065], [-0.018, -0.004, -0.145], [-0.063, -0.147, -0.211], [-0.006, 0.012, 0.015], [0.579, 0.479, -0.104], [0.009, -0.036, -0.014], [-0.009, 0.005, -0.009], [-0.054, 0.142, 0.400], [0.147, 0.056, -0.002], [0.008, -0.003, -0.022], [-0.177, -0.023, -0.192], [-0.118, 0.039, 0.012], [-0.001, 0.013, -0.010], [-0.007, -0.088, -0.460], [0.000, -0.007, -0.026], [0.237, -0.140, -0.040], [-0.245, -0.270, -0.145], [-0.008, 0.044, 0.028], [0.044, -0.120, -0.100], [0.022, -0.017, 0.010], [-0.002, 0.000, -0.025], [0.073, -0.007, -0.024], [0.021, -0.021, 0.005], [-0.012, -0.003, 0.013], [0.005, -0.044, 0.030], [0.022, -0.003, -0.002], [-0.007, 0.013, -0.014], [0.187, -0.010, -0.077], [-0.012, -0.077, 0.153], [0.126, -0.054, -0.138], [-0.107, 0.050, -0.020], [0.206, 0.120, 0.271], [-0.015, -0.035, -0.005], [0.122, 0.315, 0.149], [-0.004, -0.011, 0.001], [-0.012, 0.022, -0.005], [-0.012, -0.020, 0.004], [-0.030, -0.023, -0.034], [-0.045, 0.003, 0.067], [0.020, -0.029, 0.006], [-0.154, 0.111, 0.032], [-0.004, -0.028, -0.008], [-0.030, -0.004, 0.005], [0.010, 0.021, 0.015], [-0.112, -0.092, 0.069], [0.031, 0.009, 0.012], [-0.029, 0.007, 0.019], [-0.026, -0.006, -0.021], [-0.060, 0.039, 0.040], [0.010, 0.021, -0.018], [0.020, 0.008, -0.001], [0.014, 0.009, -0.010], [0.055, 0.078, 0.019], [0.004, -0.002, -0.037], [-0.009, -0.104, -0.182], [0.067, -0.081, 0.058], [0.011, 0.015, -0.013], [-0.016, -0.017, 0.007], [-0.025, -0.013, -0.068], [-0.324, 0.013, -0.477], [-0.033, 0.039, -0.030], [0.027, -0.037, -0.029], [0.046, -0.011, 0.041], [0.081, -0.018, -0.009], [-0.009, -0.002, -0.003], [0.045, -0.022, 0.047], [-0.003, 0.063, -0.045], [-0.118, 0.113, 0.034], [0.015, 0.032, -0.025], [-0.005, -0.028, 0.007], [-0.031, 0.013, -0.024], [-0.015, 0.028, 0.021], [0.014, -0.007, 0.007], [-0.004, -0.014, -0.017], [-0.047, 0.171, -0.102]],
  "mulliken_charge": [0.211, 0.108, -1.431, 0.270, 0.422, -0.212, 0.293, -0.396, -0.051, -0.606, -0.730, 0.439, -0.221, -1.304, -1.143, 0.672, -0.653, 0.536, 1.282, -1.719, -1.762, -0.483, 0.552, -1.489, -0.108, 0.576, -0.006, -0.604, 0.409, 1.402, 1.925, 0.031, -0.021, 0.299, 0.415, 0.483, 0.626, 0.290, 0.528, 0.543, 0.395, 1.385, -0.210, -0.207, 0.400, -0.291, 0.391, -0.107, 0.554, -1.413, 0.428, 0.566, -0.948, -1.595, 1.360, 0.588, -0.629, 0.429, -1.543, 0.562, 0.297, 0.431, -1.478, 0.449, 0.503, -1.322, 0.360, 0.413, -0.012, 0.373, 0.407, 0.482, -1.408, -0.827, 0.217, 0.288, 0.039, -0.267, 0.164, -1.463, 0.501, -0.058, 0.636, 0.533, 0.443, 0.510, 0.432, 0.407, 0.461],
  "e_above_lowest_kcal_mol": 0.0,
  "multiplicity": 2,
  "total_charge": 1,
  "s2": 0.8362,
  "e_homo_ev": [-12.33, -12.33]
}

---

{
  "formula": "C30H74N2O8S6",
  "method": "wB97M-V/def2-TZVPD",
  "elements": ["H", "H", "H", "H", "H", "S", "H", "C", "C", "C", "H", "H", "C", "H", "O", "H", "H", "H", "C", "H", "H", "C", "C", "H", "C", "H", "C", "O", "H", "H", "H", "H", "H", "O", "O", "H", "C", "H", "N", "C", "C", "H", "C", "H", "H", "H", "H", "C", "H", "H", "H", "H", "C", "H", "H", "H", "H", "O", "S", "H", "C", "H", "H", "H", "C", "O", "H", "H", "H", "C", "H", "O", "H", "H", "H", "H", "H", "H", "C", "C", "H", "H", "C", "S", "C", "H", "S", "C", "H", "H", "H", "C", "H", "H", "H", "H", "H", "H", "C", "O", "S", "H", "H", "C", "N", "C", "H", "H", "H", "C", "H", "H", "C", "H", "C", "H", "H", "H", "H", "S"],
  "positions_angstrom": [[5.7460, 7.6696, -0.2797], [6.2540, 9.3383, -5.6350], [5.1846, 6.7381, -1.5798], [-1.5630, -4.9354, -6.0039], [5.7511, 7.6103, -4.5051], [-3.6086, -5.4412, -4.9376], [-4.8838, -2.2186, 8.7038], [4.4962, 11.2783, -3.4039], [-4.4110, -5.5844, 9.3428], [5.1610, 7.7577, -1.1952], [-5.4670, -5.7459, 9.1265], [6.0980, -0.7719, -5.4279], [-1.8468, -4.8637, -4.9540], [4.5946, -6.8028, 0.3457], [-3.2728, -3.2542, 6.5856], [-5.9650, -3.4550, 8.3827], [3.2348, 10.7394, -5.6739], [6.5478, 11.7654, -2.8027], [-2.7049, -3.7116, 9.5467], [-0.3379, 0.8449, -3.0825], [5.4080, -3.4144, -8.2563], [3.6914, -7.3121, 0.6818], [-1.3245, -5.4443, 7.1062], [-4.2715, -5.4981, 10.4204], [-6.4524, 1.0566, -5.5187], [3.0893, -7.7956, -0.0875], [-3.5265, -6.7207, 9.0714], [4.8818, 7.5983, -4.0979], [-4.3278, 3.1707, -6.4920], [4.3700, 12.1679, -4.0211], [-2.5726, -6.5022, 9.5515], [-3.1386, -3.3543, 10.4807], [2.4794, 9.7058, -4.4111], [-3.6013, -6.8590, -5.5338], [8.1520, -1.3094, -8.4316], [-5.2441, 3.6567, -7.8787], [-3.6391, -5.7339, -3.0980], [-0.9352, -4.5930, 6.5477], [4.7919, 8.8316, -3.3580], [4.6541, 10.0109, -4.2750], [-0.0022, -0.1866, -0.4972], [-2.2065, -2.7983, 9.2219], [5.2892, -7.3940, 3.0429], [-0.7895, -0.6822, -1.0651], [-2.7721, -7.8516, 7.3061], [-10.3983, -2.0527, 3.1983], [3.1989, 8.9390, -5.7187], [5.9832, 10.2992, -5.1976], [-0.4860, 0.6977, -0.0824], [7.3056, 7.5052, -2.7145], [-1.7879, -3.8093, -4.6839], [5.8845, -8.0411, 3.6871], [-5.0837, -3.2509, 8.9908], [-3.8365, -7.6427, 9.5631], [5.3156, 12.3642, -1.7884], [7.3904, 8.8964, -3.6177], [-1.1721, -5.4465, -4.3269], [1.7464, -1.2261, -2.2532], [4.0480, -8.4140, 2.1327], [4.7501, 10.2770, -0.7111], [5.6074, 11.4692, -2.3379], [-9.1958, -3.2177, 2.5752], [4.8572, -6.5392, 3.5633], [5.7994, 10.8999, -6.0884], [-9.3689, 0.4196, 3.2163], [-7.1655, -0.9157, 2.2109], [-2.3805, -5.2028, 4.7669], [0.2459, -0.9526, 0.2374], [-2.5782, -6.9011, 5.0030], [-9.3398, -2.2264, 3.0048], [7.4817, 0.0520, -5.8844], [4.8400, -9.5713, 1.5129], [-3.5655, -4.8117, -2.5216], [-4.0073, -5.8966, 5.1405], [3.5446, 11.1446, -2.8895], [-9.1931, 1.4039, 2.7823], [6.9003, 10.6468, -4.7221], [-2.8987, -6.3839, -2.6318], [0.6155, 1.2693, -2.7679], [-3.8774, -4.2350, 8.7106], [-6.7064, 0.0166, -5.3141], [-3.7464, -3.3568, 5.7569], [6.1796, -3.0850, -7.5604], [-8.6636, -0.8372, 2.0774], [-5.3080, 3.0751, -6.9591], [7.0753, -3.6749, -7.7551], [1.4701, 0.1252, -1.5524], [5.5707, 10.2396, -1.4276], [-8.9765, 0.2238, 4.2142], [-2.0073, -4.4945, 9.8443], [6.4692, 10.2739, -0.8113], [-3.3650, -6.9650, 7.5310], [-7.3038, 1.7371, -5.5274], [4.0955, 7.8716, -0.9957], [6.0483, -6.8943, 2.4410], [-6.0647, 3.6297, -6.4042], [-5.5427, -3.1936, 9.9778], [-0.8807, -6.3751, 6.7528], [7.0484, -0.9471, -5.9321], [-4.5718, 0.4195, -7.2411], [-5.8276, 1.3123, -7.2459], [-4.6258, -6.1788, -2.9689], [7.6149, -1.7077, -5.3949], [5.6815, 8.8903, -2.2030], [-3.5922, -4.4478, 7.2832], [3.3228, 9.8220, -5.0917], [1.2752, 1.2084, -3.6335], [-8.7036, -2.2227, 3.8899], [0.5835, 2.3090, -2.4423], [-2.9387, -5.9336, 5.3521], [3.0289, -6.5346, 1.0623], [-10.4550, 0.3280, 3.2312], [-2.8262, -5.6977, 6.8627], [-4.3721, -7.1605, 7.1630], [7.1368, 8.5767, -2.6070], [-5.7615, 1.3851, -4.7421], [7.8852, 8.9094, -1.8877], [5.9078, -3.3204, -6.5314], [-1.1280, -5.2546, 8.1614], [6.7836, -1.3249, -7.6915]],
  "atomic_forces_ev_per_a": [[-0.017, 0.583, 0.151], [0.141, -0.249, -0.124], [0.394, 0.126, -0.700], [0.127, -0.106, 0.050], [0.435, -0.103, -0.271], [1.796, -2.568, 0.906], [0.539, 0.090, 0.090], [-0.079, -0.559, 0.403], [0.556, 1.320, 0.473], [0.185, 0.030, -0.742], [0.085, 0.002, -0.250], [-0.360, -0.522, -0.242], [-0.521, 0.183, -0.626], [0.023, -0.485, -0.265], [0.811, -0.501, 0.502], [0.122, -0.597, -0.453], [-0.403, -0.126, -0.210], [0.262, -0.671, 0.078], [-0.270, 0.227, 1.077], [-0.082, 0.153, 0.302], [0.003, 0.688, -0.037], [-0.280, 0.788, 1.324], [-0.445, -0.796, 0.451], [-0.709, 0.684, 0.238], [-0.292, 0.901, -0.678], [0.576, -0.511, 0.118], [1.184, -1.807, -1.638], [-0.093, 1.044, 0.845], [-0.141, -0.511, 0.267], [0.185, -0.094, -0.260], [0.348, -0.058, -0.289], [-0.127, -0.215, 0.306], [0.131, 0.466, 0.329], [-0.105, 2.285, 0.692], [-2.461, -0.433, 1.744], [0.027, -0.558, -0.439], [-0.732, 0.344, -0.154], [-0.248, -0.083, -0.136], [-1.102, 0.885, -0.757], [1.308, 0.201, -0.313], [-0.366, -0.585, -0.411], [0.153, -0.359, -0.788], [0.341, 0.677, -0.504], [0.188, 0.072, -0.638], [0.291, 0.247, -0.063], [0.139, -0.039, 0.176], [0.820, 0.078, -0.209], [-1.339, -1.610, -0.184], [0.581, 0.152, 0.215], [-0.274, -0.281, 0.388], [-0.198, 0.004, 0.151], [-0.614, -0.205, 0.215], [-0.319, 0.602, -1.627], [-0.357, -0.041, -0.023], [0.026, -0.016, 0.331], [0.046, 0.703, 0.225], [-0.335, -0.198, -0.063], [-0.628, 2.425, 0.973], [1.642, -1.082, -1.757], [-0.352, -0.111, -0.462], [-1.718, 0.215, -0.603], [0.038, 0.348, -0.599], [-0.502, -0.436, 0.403], [-0.388, 0.358, 0.275], [0.021, -0.414, -0.414], [-1.166, 0.249, 0.308], [-0.236, 0.251, 0.034], [0.394, 0.471, 0.293], [0.080, -0.157, 0.495], [0.426, -0.135, 0.439], [0.593, -0.265, -0.267], [-1.022, 1.418, 1.090], [-0.301, 0.328, -0.328], [-0.064, 0.102, -0.508], [-0.115, 0.134, 0.309], [0.543, -0.057, 0.359], [-0.485, 0.239, 0.430], [0.253, -0.310, -0.899], [0.806, -1.075, -0.140], [-1.289, 0.238, 0.848], [-0.155, 0.126, -0.506], [-0.243, 0.113, -0.054], [1.219, -0.040, 0.574], [0.270, -0.071, -0.596], [-0.165, 0.349, -0.394], [0.103, 0.005, -0.139], [-0.819, -1.482, -0.898], [1.446, 0.029, -0.643], [0.159, 0.450, -0.048], [0.242, 0.194, -0.280], [0.036, -0.144, 0.239], [-0.471, 0.979, 1.871], [-0.417, -0.334, 0.506], [0.082, 0.579, 0.282], [-0.137, -0.384, -0.833], [-0.068, -0.365, 0.379], [0.871, -0.515, 0.469], [0.758, 0.145, 0.231], [-0.227, 0.081, 0.050], [-1.655, 1.572, -0.646], [2.530, -1.288, 1.928], [0.018, 0.051, 0.269], [0.186, 0.160, -0.152], [-0.248, -1.614, 1.172], [-1.967, -1.843, 0.038], [0.941, 0.272, 0.361], [0.075, 0.093, -0.016], [-0.394, 0.022, 0.443], [-0.152, -0.233, 0.312], [-0.840, 0.527, -0.097], [-0.028, 0.224, 0.208], [-0.024, -0.357, -0.068], [1.395, 1.549, -0.564], [-0.103, 0.028, -0.241], [0.259, -0.617, -0.261], [0.341, 0.106, -0.404], [-0.087, 0.249, -0.081], [-0.288, 0.236, -0.031], [0.250, -0.317, -0.118], [1.222, 0.089, -1.492]],
  "mulliken_charge": [0.396, 0.415, 0.375, 0.312, 0.355, 0.486, 0.383, -1.245, -0.969, -1.887, 0.377, 0.356, -0.871, 0.286, -0.477, 0.486, 0.385, 0.317, -1.697, 0.283, 0.320, -0.861, -1.568, 0.378, -0.884, 0.318, -0.744, -0.424, 0.303, 0.466, 0.285, 0.494, 0.409, -0.613, -0.621, 0.332, -0.929, 0.350, -0.028, 1.485, -0.918, 0.275, -0.937, 0.293, 0.492, 0.312, 0.353, -1.626, 0.357, 0.420, 0.343, 0.314, -1.948, 0.403, 0.412, 0.335, 0.290, -0.608, 0.484, 0.365, -0.618, 0.320, 0.362, 0.390, -0.905, -0.603, 0.447, 0.322, 0.386, -0.872, 0.318, -0.612, 0.361, 0.489, 0.415, 0.308, 0.292, 0.323, -0.864, 1.298, 0.313, 0.353, -0.844, 0.501, -0.889, 0.298, 0.482, -1.108, 0.310, 0.388, 0.398, -1.079, 0.338, 0.458, 0.315, 0.309, 0.386, 0.440, -0.903, -0.607, 0.486, 0.298, 0.312, 1.559, 0.344, -1.776, 0.311, 0.280, 0.340, -2.050, 0.330, 0.348, 1.416, 0.369, -1.614, 0.299, 0.326, 0.293, 0.293, 0.472],
  "e_above_lowest_kcal_mol": 71.8,
  "e_homo_ev": -8.07
}